Below is a cluster of 3 separate species, C3H7NO3 in total at a distorted geometry, with properties calculated with ωB97M-V with the def2-TZVPD basis set.

The geometry in XYZ format:
```
14
Properties=species:S:1:pos:R:3:forces:R:3:nbo_charge:R:1
C 1.96886 0.30755 -1.14496 3.4092 -2.5513 2.5131 -0.70
C 1.11501 -0.69729 -0.32589 -1.3599 -3.0092 -1.3699 0.37
H -3.14617 1.49536 0.25347 -0.6688 -1.6206 -0.0769 0.52
N 0.66384 -1.01981 0.82823 2.0944 2.0163 -3.0773 -0.68
H 0.77241 -1.90747 -1.60694 0.3728 2.3361 2.3663 -0.10
O -1.40485 0.50420 -0.54256 2.1585 1.1503 -0.1331 -0.62
O -1.96650 -1.26470 0.57668 -0.0382 -2.4741 1.7606 -0.75
H 2.79238 0.79937 -0.49196 -1.5600 -0.4991 -0.7406 0.22
C -2.14235 0.02821 0.26324 2.9342 -3.1010 -3.0275 0.98
H 2.57756 -0.33164 -1.87144 -1.0733 0.8757 0.9296 0.24
H 1.45292 1.03321 -1.68243 -1.3697 1.0240 -0.6566 0.25
H -2.11015 -1.84694 1.40052 -0.4569 2.5092 -1.4822 0.54
O -3.28052 0.50974 0.40512 -4.8273 3.6720 2.8420 -0.65
H -0.04609 -1.72409 0.67603 0.3852 -0.3283 0.1525 0.39
```
Positions in Å, forces in eV/Å.

For the largest force on an atom, the calculation gives 0.1303 hartree/bohr. The value obtained for the energy above the lowest of the compared OMol25 structures with the same formula, charge and spin is 569.6 kJ/mol. The charge is 0. The calculation puts the molar mass at 105.1 g mol⁻¹. The orbital gap comes out at 8.609 eV.